DFT (the ωB97M-V functional and the def2-TZVPD basis) results for a structure of composition C28H52Cd2O16S8.

ORCA input file:
```
! RIJCOSX wB97M-V def2-TZVPD def2/J DEFGRID3
* xyz 0 1
Cd 1.15 -0.32 2.03
Cd -2.81 -1.77 -4.42
C 5.91 2.56 2.88
C 6.82 1.45 2.64
C 6.23 0.12 2.08
O 7.02 -0.74 1.77
C 4.80 0.08 1.85
C 4.01 1.20 1.99
C 4.56 2.49 2.51
O 3.89 3.54 2.46
O 2.76 1.10 1.79
O 8.03 1.55 2.70
H 6.30 3.54 3.15
H 4.36 -0.80 1.40
C 0.46 -1.95 -1.70
C -0.42 -1.52 -2.66
C -1.11 -0.18 -2.53
O -1.96 0.28 -3.41
C -0.95 0.61 -1.43
C -0.12 0.19 -0.35
C 0.71 -1.15 -0.54
O 1.28 -1.68 0.42
O -0.02 0.75 0.75
O -0.70 -2.32 -3.63
H 0.98 -2.89 -1.83
H -1.53 1.50 -1.25
C 2.52 -4.13 2.79
S 2.71 -2.80 3.98
O 2.37 -1.60 3.14
C 1.23 -3.06 5.01
H 3.46 -4.43 2.33
H 1.70 -3.92 2.11
H 2.37 -5.10 3.29
H 0.32 -3.09 4.41
H 1.17 -2.24 5.72
H 1.38 -4.01 5.52
C -3.61 3.13 -3.72
S -4.43 4.58 -4.49
O -3.52 5.77 -4.52
C -4.42 4.03 -6.24
H -2.52 3.19 -3.77
H -4.01 2.20 -4.10
H -4.00 3.19 -2.70
H -4.68 4.95 -6.77
H -5.23 3.34 -6.46
H -3.46 3.62 -6.54
C -1.36 2.04 3.70
S 0.12 1.63 4.64
O 0.88 0.58 3.85
C 0.97 3.23 4.30
H -1.22 2.44 2.69
H -1.79 2.91 4.20
H -2.09 1.23 3.63
H 1.02 3.43 3.23
H 1.96 3.22 4.75
H 0.46 4.06 4.80
C -2.39 -2.84 3.54
S -2.07 -1.54 2.29
O -0.56 -1.37 2.31
C -2.43 -2.57 0.83
H -3.47 -2.99 3.63
H -2.04 -2.38 4.46
H -1.95 -3.82 3.37
H -2.04 -1.97 -0.01
H -3.43 -2.76 0.43
H -1.95 -3.55 0.78
C -3.95 1.09 0.33
S -5.26 1.88 1.29
O -4.64 2.96 2.15
C -6.06 2.86 -0.02
H -3.78 0.03 0.47
H -3.04 1.68 0.49
H -4.01 1.33 -0.74
H -5.33 3.50 -0.51
H -6.85 3.53 0.33
H -6.53 2.16 -0.71
C 1.60 -6.28 -0.05
S 0.52 -7.27 -1.18
O -0.36 -8.00 -0.22
C -0.31 -5.86 -1.94
H 2.46 -5.78 -0.49
H 1.93 -6.89 0.78
H 1.05 -5.44 0.37
H -1.09 -5.34 -1.39
H -0.83 -6.34 -2.77
H 0.41 -5.15 -2.35
C -0.77 4.69 -1.77
S 0.70 5.38 -0.89
O 0.15 6.66 -0.28
C 0.57 4.16 0.47
H -1.64 5.03 -1.20
H -0.66 3.60 -1.77
H -0.89 5.01 -2.81
H 0.97 3.20 0.14
H -0.50 4.10 0.67
H 1.10 4.54 1.34
C 3.24 -0.52 -3.41
S 3.73 -0.95 -5.09
O 4.94 -1.83 -4.98
C 2.23 -1.95 -5.50
H 3.20 -1.48 -2.88
H 2.23 -0.11 -3.36
H 4.07 -0.06 -2.86
H 1.87 -2.43 -4.59
H 2.47 -2.66 -6.28
H 1.46 -1.30 -5.91
*
```

Results
E_tot ... -158435.0054 eV

Mulliken population analysis, charges in e, atoms 1 to 99: 4.0732, 0.3188, -0.5134, 0.3599, 0.1151, -0.5796, -0.5154, 0.3715, 0.3688, -0.6014, -0.9343, -0.5204, 0.5052, 0.5857, -0.8609, 0.5559, -0.3647, -0.8985, -0.7796, 0.0180, 1.7583, -1.0178, -1.7039, -0.7766, 0.5177, 1.1105, -0.6835, 0.2167, -0.6412, -0.6270, 0.4279, -0.1790, 0.5361, -0.1392, 0.3411, 0.4857, -0.3264, 0.4654, -0.6123, -0.9811, 0.2312, 0.4288, -0.2069, 0.3529, 0.3533, 0.3031, -0.6056, 0.2031, -0.3785, -0.6909, -0.0897, 0.5490, 0.2199, -0.1222, 0.3463, 0.4989, -1.3184, 0.4660, -0.7101, -0.8806, 0.4272, 0.4158, 0.3628, -0.0402, 0.5418, 0.3639, -0.3312, 0.4056, -0.6098, -0.8869, 0.2362, -0.0500, 0.2661, 0.1471, 0.4059, 0.3689, -0.6294, 0.4201, -0.6202, -0.6405, 0.4503, 0.3917, -0.1192, 0.2224, 0.4325, 0.1209, -0.5943, 0.4352, -0.6547, -0.6229, 0.3739, -0.0806, 0.4968, 0.2066, 0.1500, 0.3651, -0.6209, 0.4165, -0.6161